Record 1
{
  "formula": "C25H30N10OS2Ti",
  "method": "the ωB97M-V functional and the def2-TZVPD basis",
  "e_lumo_ev": -6.51,
  "relative_energy_kj_mol": 0.0,
  "homo_lumo_gap_ev": 6.4,
  "homo_ha": -0.4737,
  "charge": 2,
  "multiplicity": 1,
  "energy_ev": -88137.2341,
  "elements": ["Ti", "C", "C", "N", "C", "C", "S", "C", "C", "N", "H", "H", "H", "H", "H", "H", "H", "H", "H", "H", "H", "H", "H", "H", "C", "C", "C", "C", "N", "C", "N", "C", "N", "C", "N", "C", "C", "C", "C", "C", "N", "C", "C", "C", "C", "C", "C", "H", "H", "H", "H", "H", "H", "H", "H", "H", "H", "H", "H", "O", "N", "N", "C", "N", "S", "H", "H", "H", "H"],
  "coordinates": [[-0.456, -0.153, 0.319], [0.213, 0.646, 3.366], [-0.211, 1.919, 2.667], [0.188, 1.910, 1.238], [1.550, 2.424, 0.956], [2.656, 1.477, 1.385], [2.282, -0.181, 0.760], [2.287, -1.218, 2.251], [0.905, -1.627, 2.753], [-0.105, -0.557, 2.544], [1.280, 0.651, 3.562], [-0.281, 0.572, 4.336], [-1.296, 2.027, 2.704], [0.219, 2.783, 3.182], [-0.425, 2.581, 0.782], [1.623, 2.564, -0.125], [1.681, 3.401, 1.429], [3.585, 1.807, 0.921], [2.810, 1.444, 2.462], [2.858, -2.115, 2.016], [2.863, -0.694, 3.013], [0.552, -2.510, 2.226], [0.965, -1.872, 3.817], [-0.980, -0.935, 2.898], [-3.401, -3.110, 1.617], [-4.303, -2.341, 2.362], [-4.210, -0.970, 2.309], [-3.229, -0.381, 1.502], [-2.289, -1.123, 0.876], [-2.409, -2.474, 0.916], [-3.302, 0.987, 1.377], [-2.723, 1.609, 0.404], [-1.774, 1.124, -0.472], [-1.443, 2.150, -1.382], [-0.579, 2.098, -2.312], [0.081, 0.924, -2.623], [0.609, 0.826, -3.885], [1.227, -0.366, -4.286], [1.294, -1.419, -3.420], [0.756, -1.241, -2.136], [0.177, -0.100, -1.707], [-2.230, 3.338, -1.029], [-2.294, 4.589, -1.620], [-3.162, 5.508, -1.044], [-3.938, 5.183, 0.070], [-3.878, 3.922, 0.649], [-3.003, 3.014, 0.077], [-3.456, -4.188, 1.599], [-5.071, -2.814, 2.959], [-4.895, -0.317, 2.827], [-1.657, -3.024, 0.374], [0.522, 1.674, -4.544], [1.640, -0.448, -5.282], [1.745, -2.365, -3.684], [1.130, -3.144, -1.302], [-1.704, 4.834, -2.491], [-3.246, 6.499, -1.471], [-4.604, 5.929, 0.482], [-4.490, 3.655, 1.500], [0.195, -1.880, -0.028], [0.755, -2.214, -1.217], [5.930, 1.426, -1.734], [4.911, 2.274, -1.944], [5.214, 3.573, -2.069], [3.316, 1.737, -2.022], [6.891, 1.711, -1.837], [5.725, 0.443, -1.738], [6.164, 3.901, -2.128], [4.473, 4.209, -2.303]],
  "mulliken_charge": [-0.663, -0.944, -0.797, 0.200, -0.877, -0.767, 0.128, -0.897, -0.815, 0.155, 0.292, 0.471, 0.426, 0.488, 0.113, 0.259, 0.494, 0.526, 0.509, 0.528, 0.481, 0.363, 0.514, 0.377, -0.953, -0.393, -0.795, 0.562, 0.577, -0.255, -0.320, -0.169, -0.273, -0.433, -0.426, -0.472, -0.503, -0.455, -1.336, 0.782, 1.200, 0.845, -0.352, -0.638, -0.684, -0.328, 0.677, 0.466, 0.468, 0.557, 0.567, 0.557, 0.480, 0.494, 0.177, 0.589, 0.440, 0.444, 0.579, -0.415, -0.029, -0.397, 0.459, -0.406, -0.278, 0.200, 0.216, 0.198, 0.212]
}

Record 2
{
  "formula": "C25H30N4O",
  "method": "the ωB97M-V functional and the def2-TZVPD basis",
  "e_lumo_ev": 0.69,
  "relative_energy_kj_mol": 82.9,
  "smiles": "Cc1ccccc1C(=O)Nc1ccnn1C1CCN(CCCc2ccccc2)CC1",
  "homo_lumo_gap_ev": 9.1,
  "homo_ha": -0.3089,
  "multiplicity": 1,
  "energy_ev": -34420.6354,
  "elements": ["C", "C", "C", "C", "C", "C", "C", "C", "O", "N", "C", "C", "C", "N", "N", "C", "C", "C", "N", "C", "C", "C", "C", "C", "C", "C", "C", "C", "C", "C", "H", "H", "H", "H", "H", "H", "H", "H", "H", "H", "H", "H", "H", "H", "H", "H", "H", "H", "H", "H", "H", "H", "H", "H", "H", "H", "H", "H", "H", "H"],
  "coordinates": [[-3.243, -0.937, -2.483], [-3.359, -1.622, -1.157], [-3.439, -3.005, -1.064], [-3.533, -3.636, 0.165], [-3.552, -2.888, 1.329], [-3.465, -1.509, 1.256], [-3.362, -0.876, 0.024], [-3.319, 0.619, -0.020], [-4.228, 1.301, -0.434], [-2.149, 1.134, 0.472], [-1.931, 2.503, 0.590], [-2.823, 3.491, 0.958], [-2.080, 4.673, 0.890], [-0.841, 4.433, 0.514], [-0.748, 3.113, 0.320], [0.527, 2.600, -0.117], [0.447, 1.659, -1.317], [1.868, 1.338, -1.772], [2.618, 0.698, -0.706], [3.926, 0.265, -1.168], [4.579, -0.787, -0.271], [3.778, -2.092, -0.208], [2.451, -1.919, 0.471], [2.391, -1.670, 1.837], [1.175, -1.510, 2.476], [-0.004, -1.609, 1.756], [0.044, -1.868, 0.396], [1.263, -2.018, -0.239], [2.703, 1.561, 0.458], [1.314, 1.898, 0.990], [-3.416, -1.637, -3.297], [-3.965, -0.126, -2.550], [-2.248, -0.505, -2.604], [-3.430, -3.596, -1.969], [-3.597, -4.712, 0.213], [-3.634, -3.375, 2.289], [-3.496, -0.911, 2.157], [-1.406, 0.500, 0.731], [-3.853, 3.363, 1.215], [-2.397, 5.674, 1.102], [1.078, 3.502, -0.410], [-0.046, 0.727, -1.042], [-0.108, 2.126, -2.132], [1.828, 0.650, -2.620], [2.361, 2.269, -2.111], [3.795, -0.172, -2.161], [4.615, 1.124, -1.271], [5.569, -1.000, -0.681], [4.718, -0.394, 0.736], [4.368, -2.831, 0.342], [3.626, -2.467, -1.222], [3.306, -1.610, 2.410], [1.144, -1.315, 3.538], [-0.957, -1.503, 2.254], [-0.873, -1.967, -0.167], [1.292, -2.220, -1.300], [3.262, 1.040, 1.236], [3.239, 2.500, 0.220], [0.817, 0.975, 1.290], [1.401, 2.549, 1.861]],
  "mulliken_charge": [-1.440, 0.940, -0.710, -0.656, -0.532, -0.320, 1.022, -0.313, -0.611, 0.293, 0.354, -0.879, -0.484, -1.429, 1.287, -1.192, 0.875, -1.551, 1.090, -1.158, -0.615, -1.408, 0.671, -0.242, -1.095, -0.066, 0.211, -0.655, -1.289, 0.282, 0.442, 0.322, 0.187, 0.381, 0.411, 0.420, 0.508, -0.190, 0.433, 0.458, 0.212, -0.444, 0.483, 0.523, 0.307, 0.457, 0.320, 0.435, 0.380, 0.405, 0.358, 0.471, 0.380, 0.210, 0.275, 0.381, 0.542, 0.445, -0.213, 0.321]
}

Record 3
{
  "formula": "C25H30N4O5S",
  "method": "the ωB97M-V functional and the def2-TZVPD basis",
  "e_lumo_ev": 0.54,
  "relative_energy_kj_mol": 50.2,
  "smiles": "CC(C)CCNC(=O)[C@@H](c1ccc(O)cc1)N(Cc1ccco1)C(=O)CCC(=O)Nc1nccs1",
  "homo_lumo_gap_ev": 8.5,
  "homo_ha": -0.2924,
  "multiplicity": 1,
  "energy_ev": -53446.1566,
  "elements": ["C", "C", "C", "C", "C", "N", "C", "O", "C", "C", "C", "C", "C", "O", "C", "C", "N", "C", "C", "C", "C", "C", "O", "C", "O", "C", "C", "C", "O", "N", "C", "N", "C", "C", "S", "H", "H", "H", "H", "H", "H", "H", "H", "H", "H", "H", "H", "H", "H", "H", "H", "H", "H", "H", "H", "H", "H", "H", "H", "H", "H", "H", "H", "H", "H"],
  "coordinates": [[1.547, 1.061, -4.912], [2.604, 0.716, -3.865], [3.816, 1.631, -4.030], [2.002, 0.836, -2.463], [2.977, 0.449, -1.345], [2.297, 0.124, -0.106], [1.549, 1.048, 0.530], [1.552, 2.227, 0.259], [0.852, 0.501, 1.801], [0.049, 1.580, 2.481], [-0.990, 2.204, 1.806], [-1.759, 3.163, 2.437], [-1.496, 3.514, 3.755], [-2.241, 4.441, 4.419], [-0.444, 2.905, 4.430], [0.321, 1.951, 3.791], [0.032, -0.690, 1.555], [-0.226, -1.483, 2.742], [-1.236, -0.841, 3.645], [-2.482, -0.338, 3.411], [-2.934, 0.185, 4.646], [-1.934, -0.043, 5.537], [-0.902, -0.663, 4.940], [-0.651, -0.817, 0.397], [-0.507, -0.040, -0.532], [-1.551, -2.037, 0.212], [-0.709, -3.273, -0.164], [0.481, -2.820, -0.968], [1.586, -2.678, -0.485], [0.293, -2.516, -2.290], [-0.831, -2.592, -3.063], [-1.987, -3.039, -2.717], [-2.872, -2.989, -3.742], [-2.392, -2.497, -4.909], [-0.734, -2.059, -4.740], [0.671, 0.426, -4.804], [1.234, 2.096, -4.798], [1.944, 0.930, -5.917], [2.930, -0.320, -4.025], [3.544, 2.658, -3.800], [4.625, 1.332, -3.370], [4.181, 1.593, -5.055], [1.116, 0.202, -2.384], [1.670, 1.859, -2.290], [3.563, -0.428, -1.629], [3.654, 1.282, -1.142], [2.118, -0.857, 0.059], [1.668, 0.185, 2.465], [-1.191, 1.941, 0.780], [-2.567, 3.646, 1.903], [-2.907, 4.805, 3.824], [-0.243, 3.194, 5.450], [1.138, 1.486, 4.325], [-0.547, -2.485, 2.456], [0.709, -1.584, 3.302], [-3.006, -0.320, 2.478], [-3.873, 0.662, 4.838], [-1.837, 0.176, 6.581], [-2.207, -1.802, -0.627], [-2.164, -2.240, 1.088], [-1.321, -3.964, -0.742], [-0.323, -3.773, 0.726], [1.112, -2.123, -2.744], [-3.874, -3.334, -3.570], [-2.898, -2.361, -5.842]],
  "mulliken_charge": [-1.462, 0.926, -1.675, -0.190, -0.997, 0.048, -0.369, -0.696, 0.151, 0.364, -0.636, -0.660, 0.974, -0.596, -0.910, -0.421, 0.493, -0.714, 0.336, -0.198, -0.778, -0.656, -0.429, 0.314, -0.556, -1.153, -1.184, 0.435, -0.745, 0.090, 0.530, -0.288, -0.786, -0.220, -0.103, 0.189, 0.352, 0.433, 0.203, 0.334, 0.366, 0.462, -0.063, 0.407, 0.332, 0.237, 0.447, 0.552, 0.488, 0.295, 0.270, 0.463, 0.370, 0.512, 0.371, 0.589, 0.487, 0.500, 0.585, 0.471, 0.527, 0.532, 0.148, 0.430, 0.473]
}